# 1
Density functional theory data (the ωB97M-V functional and the def2-TZVPD basis) for 9 unconnected molecules or ions with the total composition C50H120N8O9 at a distorted geometry.

The geometry in XYZ format:
```
187
C50H120N8O9 (the ωB97M-V functional and the def2-TZVPD basis)
C 0.790 1.996 -4.085
C 2.324 1.965 -3.873
C 2.563 1.844 -2.284
C 2.921 0.755 -4.643
C 4.466 0.764 -4.747
C 4.910 2.129 -5.342
C 4.369 3.345 -4.555
C 5.040 3.573 -3.171
C 4.716 4.597 -5.440
N 2.882 3.204 -4.450
O 2.398 4.271 -3.655
H 0.323 2.807 -3.547
H 0.499 2.151 -5.135
H 0.475 1.034 -3.735
H 1.871 1.108 -1.818
H 3.505 1.388 -2.053
H 2.451 2.829 -1.838
H 2.488 -0.151 -4.159
H 2.541 0.726 -5.643
H 4.799 0.585 -3.736
H 4.845 -0.092 -5.353
H 4.416 2.116 -6.311
H 5.997 2.175 -5.494
H 6.081 3.860 -3.228
H 4.959 2.688 -2.491
H 4.455 4.409 -2.734
H 5.770 4.813 -5.174
H 4.278 5.524 -5.105
H 4.600 4.479 -6.530
H 1.503 4.489 -4.034
C -4.322 -3.470 3.542
C -3.501 -4.718 3.139
C -3.920 -5.913 4.067
C -3.828 -5.018 1.632
C -2.714 -5.812 0.913
C -1.397 -5.070 1.163
C -0.982 -5.120 2.646
C -0.867 -6.562 3.233
C 0.395 -4.463 2.842
N -2.054 -4.266 3.320
O -1.796 -4.213 4.773
H -5.387 -3.667 3.635
H -4.128 -3.121 4.602
H -4.325 -2.683 2.829
H -3.507 -5.964 5.074
H -5.008 -6.096 4.057
H -3.608 -6.806 3.531
H -4.801 -5.550 1.508
H -3.840 -4.044 1.133
H -2.626 -6.789 1.365
H -2.885 -5.898 -0.126
H -1.456 -3.996 1.042
H -0.491 -5.573 0.684
H -0.848 -6.441 4.307
H 0.137 -6.948 3.012
H -1.626 -7.262 3.055
H 0.529 -3.344 2.729
H 1.076 -4.917 2.127
H 0.807 -4.582 3.904
H -1.644 -5.089 5.074
C 5.641 3.248 2.074
C 4.832 2.921 3.302
C 5.791 2.334 4.374
C 4.211 4.228 3.881
C 2.831 4.540 3.288
C 1.859 3.382 3.257
C 2.498 2.178 2.501
C 1.479 1.129 2.822
C 2.638 2.459 1.045
N 3.777 1.854 3.146
O 4.275 0.608 2.674
H 6.124 2.343 1.723
H 5.128 3.630 1.157
H 6.506 3.915 2.369
H 6.342 1.483 3.996
H 6.456 3.107 4.595
H 5.244 2.083 5.221
H 4.075 4.033 4.990
H 5.020 4.982 3.741
H 2.309 5.346 3.857
H 2.907 4.909 2.237
H 0.897 3.681 2.815
H 1.618 3.087 4.262
H 1.678 0.179 2.306
H 0.440 1.359 2.542
H 1.353 0.948 3.926
H 1.672 2.694 0.529
H 3.029 1.614 0.438
H 3.332 3.279 0.852
H 4.580 0.803 1.762
C -1.962 4.279 2.035
O -1.530 5.149 1.005
C -0.197 4.978 0.576
C 0.137 5.902 -0.635
C -0.835 5.586 -1.660
N 1.495 5.542 -1.003
H -2.062 3.232 1.657
H -2.943 4.701 2.248
H -1.325 4.154 2.945
H 0.534 5.249 1.350
H 0.011 3.933 0.254
H 0.216 6.952 -0.309
H -1.830 5.887 -1.383
H -0.923 4.512 -1.765
H -0.608 6.053 -2.564
H 1.846 6.195 -1.701
H 1.413 4.682 -1.559
C -1.859 2.062 6.903
O -2.172 1.805 5.545
C -1.931 0.456 5.170
C -2.271 0.196 3.692
C -3.813 0.074 3.374
N -1.711 -1.065 3.205
H -2.240 3.026 7.096
H -0.735 2.012 6.998
H -2.338 1.354 7.513
H -0.785 0.319 5.292
H -2.496 -0.199 5.868
H -1.782 0.988 3.076
H -4.016 0.164 2.349
H -4.426 0.830 3.788
H -4.064 -0.852 3.882
H -2.178 -1.837 3.607
H -0.706 -1.168 3.317
C -4.238 0.680 -2.340
O -5.156 0.200 -3.318
C -6.504 -0.039 -2.876
C -7.406 -0.129 -4.082
C -7.536 1.138 -4.885
N -8.684 -0.513 -3.605
H -3.269 0.742 -2.845
H -4.222 0.128 -1.439
H -4.381 1.736 -2.026
H -6.627 -0.941 -2.294
H -6.760 0.814 -2.234
H -6.936 -0.879 -4.723
H -6.554 1.412 -5.337
H -7.753 1.957 -4.169
H -8.275 1.085 -5.645
H -8.730 -1.461 -3.406
H -9.467 -0.180 -4.186
C 0.256 -5.876 -2.678
O -0.373 -4.746 -3.274
C -1.435 -4.199 -2.517
C -2.218 -3.124 -3.264
C -1.307 -1.939 -3.672
N -3.299 -2.803 -2.310
H 0.843 -5.595 -1.788
H 0.988 -6.251 -3.361
H -0.490 -6.605 -2.395
H -2.048 -5.014 -2.069
H -1.045 -3.711 -1.574
H -2.670 -3.484 -4.155
H -1.796 -1.231 -4.342
H -0.396 -2.328 -4.148
H -0.912 -1.316 -2.834
H -4.007 -2.165 -2.642
H -2.850 -2.384 -1.445
C 2.862 -3.062 -3.625
O 3.483 -2.454 -2.530
C 2.718 -2.276 -1.325
C 3.405 -2.792 -0.053
C 2.755 -2.407 1.235
N 4.843 -2.333 -0.054
H 2.630 -4.089 -3.411
H 3.558 -2.984 -4.460
H 1.941 -2.459 -3.893
H 2.522 -1.182 -1.168
H 1.678 -2.751 -1.406
H 3.477 -3.931 -0.232
H 2.968 -1.418 1.583
H 3.034 -3.052 2.021
H 1.655 -2.410 1.215
H 4.915 -1.448 0.473
H 5.194 -2.157 -0.989
C -1.242 1.373 -0.424
C -1.574 -0.103 -0.415
C -0.318 -0.973 -0.167
O -2.563 -0.156 0.635
H -2.234 1.862 -0.591
H -0.558 1.675 -1.251
H -0.818 1.618 0.559
H -2.170 -0.433 -1.359
H 0.203 -0.642 0.741
H 0.461 -0.864 -0.835
H -0.523 -2.037 -0.096
H -2.118 -0.584 1.406
```

E_HOMO   -8.563 eV
E_LUMO   0.5753 eV
Gap between HOMO and LUMO   0.3358 Eh

***

# 2
Density functional theory data (the ωB97M-V functional and the def2-TZVPD basis) for 9 unconnected molecules or ions with the total composition C50H36F32O14 at a distorted geometry.

The geometry in XYZ format:
```
132
C50H36F32O14 (the ωB97M-V functional and the def2-TZVPD basis)
F -21.472 17.130 8.161
C -20.444 16.333 8.091
F -19.326 17.081 8.199
C -20.480 15.188 9.194
F -19.269 14.555 9.058
F -21.421 14.301 9.023
C -20.658 15.647 10.670
O -21.937 16.274 10.890
C -22.632 15.744 12.008
F -22.843 14.479 11.680
F -21.832 15.857 13.085
C -23.975 16.505 12.204
F -24.513 16.089 13.352
F -23.943 17.811 12.141
H -20.384 15.821 7.130
H -19.809 16.283 10.922
H -20.439 14.776 11.287
H -24.731 16.171 11.493
F -25.359 11.322 5.676
C -26.276 10.514 6.260
F -26.327 9.336 5.660
C -26.008 10.478 7.797
F -24.897 9.735 7.872
F -26.870 10.081 8.646
C -25.727 11.879 8.211
O -26.900 12.643 8.279
C -26.877 13.491 9.426
F -26.950 12.726 10.528
F -25.715 14.124 9.411
C -28.052 14.470 9.512
F -28.207 15.082 10.775
F -28.100 15.478 8.673
H -27.244 10.928 5.977
H -25.043 12.463 7.594
H -25.151 11.798 9.133
H -28.955 13.860 9.471
F -14.693 5.355 7.508
C -15.979 5.193 7.339
F -16.306 5.480 6.125
C -16.305 3.687 7.741
F -15.477 2.844 7.090
F -17.539 3.405 7.476
C -16.063 3.442 9.233
O -16.916 4.053 10.216
C -17.540 3.261 11.295
F -18.166 2.210 10.896
F -16.422 2.895 11.953
C -18.437 4.136 12.111
F -18.886 3.599 13.269
F -17.861 5.328 12.301
H -16.442 5.808 8.111
H -15.041 3.624 9.563
H -15.908 2.375 9.394
H -19.390 4.212 11.587
F -18.943 7.335 10.276
C -19.474 8.075 11.138
F -19.362 9.356 10.796
C -20.917 7.660 11.104
F -21.506 8.371 12.084
F -21.010 6.375 11.268
C -21.587 8.054 9.737
O -21.477 9.466 9.561
C -21.111 9.843 8.277
F -20.105 9.183 7.793
F -22.165 9.461 7.595
C -21.044 11.372 8.253
F -20.107 11.943 8.988
F -20.872 11.933 7.039
H -18.935 7.856 12.060
H -22.666 7.932 9.836
H -21.333 7.427 8.882
H -21.970 11.784 8.653
O -19.019 5.241 4.109
C -20.065 5.566 4.661
C -20.415 6.959 4.725
C -21.593 7.407 5.303
C -22.486 6.556 6.081
O -23.508 6.901 6.660
C -22.079 5.129 6.015
C -20.988 4.671 5.350
H -19.822 7.684 4.187
H -21.743 8.475 5.243
H -22.803 4.403 6.353
H -20.785 3.610 5.340
O -24.854 12.834 15.053
C -24.747 12.013 14.121
C -23.491 11.757 13.443
C -23.360 10.880 12.379
C -24.490 10.288 11.580
O -24.440 9.680 10.581
C -25.729 10.452 12.446
C -25.869 11.318 13.549
H -22.566 12.104 13.879
H -22.395 10.695 11.931
H -26.651 9.990 12.127
H -26.821 11.419 14.050
O -15.163 13.106 9.402
C -14.972 11.875 9.315
C -15.912 10.853 9.768
C -15.590 9.562 9.788
C -14.243 8.990 9.517
O -14.019 7.851 9.728
C -13.328 10.072 9.048
C -13.677 11.344 8.858
H -16.903 11.099 10.120
H -16.375 8.830 9.912
H -12.429 9.654 8.621
H -12.990 11.936 8.272
O -28.217 7.703 10.321
C -27.098 7.380 10.556
C -26.663 7.340 12.013
C -25.504 6.745 12.379
C -24.476 6.115 11.475
O -23.504 5.447 11.819
C -24.912 6.236 10.058
C -26.057 6.881 9.661
H -27.275 7.691 12.831
H -25.316 6.786 13.442
H -24.297 5.717 9.338
H -26.193 6.929 8.591
O -24.157 8.649 14.770
C -23.129 8.482 15.426
C -22.679 9.232 16.593
C -21.412 9.261 17.110
C -20.361 8.287 16.547
O -19.262 8.174 17.125
C -20.803 7.557 15.479
C -22.077 7.556 14.984
H -23.497 9.845 16.942
H -21.147 9.949 17.899
H -20.030 6.851 15.215
H -22.368 6.796 14.275
```

E_HOMO   -10.278 eV
E_LUMO   -2.3061 eV
Gap between HOMO and LUMO   0.2930 Eh

***

# 3
Density functional theory data (the ωB97M-V functional and the def2-TZVPD basis) for a molecular structure, C50H38BrClN2O5PSn.

The geometry in XYZ format:
```
99
C50H38BrClN2O5PSn (the ωB97M-V functional and the def2-TZVPD basis)
Sn 0.640 -0.279 0.982
C 0.354 0.553 7.830
O 1.143 -0.606 7.614
C 1.471 -0.910 6.349
C 2.208 -2.106 6.199
C 2.584 -2.488 4.949
C 2.232 -1.741 3.797
C 2.593 -2.231 2.501
C 3.654 -3.280 2.331
O 2.022 -1.876 1.440
C 1.509 -0.525 3.961
O 1.241 0.271 2.961
C 1.137 -0.131 5.262
H 0.149 0.583 8.895
H -0.586 0.492 7.276
H 0.895 1.456 7.536
H 2.452 -2.686 7.079
H 3.143 -3.409 4.832
H 3.191 -4.270 2.405
H 4.440 -3.209 3.078
H 4.070 -3.190 1.331
H 0.595 0.800 5.359
C -2.376 1.809 4.573
C -2.659 1.176 3.372
C -2.183 1.714 2.185
C -1.403 2.869 2.215
C -1.111 3.502 3.425
C -1.608 2.970 4.602
P -0.829 3.517 0.667
C 0.939 3.726 0.671
C 1.728 3.132 1.654
C 3.109 3.273 1.593
C 3.689 3.999 0.565
C 2.898 4.591 -0.417
C 1.524 4.456 -0.368
C -1.705 4.919 -0.084
C -2.060 6.202 -0.166
C -2.828 6.609 -1.360
C -3.144 5.778 -2.372
C -2.750 4.366 -2.350
C -2.917 3.395 -3.262
C -2.446 1.980 -3.029
C -1.615 1.647 -1.729
C -1.558 2.790 -0.789
C -2.062 3.990 -1.136
H -2.761 1.397 5.498
H -3.250 0.268 3.353
H -2.415 1.229 1.241
H -0.501 4.398 3.450
H -1.396 3.458 5.545
H 1.284 2.531 2.438
H 3.727 2.805 2.349
H 4.766 4.108 0.523
H 3.358 5.158 -1.217
H 0.905 4.921 -1.129
H -1.800 6.947 0.575
H -3.145 7.643 -1.415
H -3.708 6.153 -3.219
H -3.431 3.596 -4.199
H -3.303 1.311 -3.141
H -1.955 0.733 -1.244
Br 2.414 -7.899 0.770
C 1.854 -6.195 0.175
C 0.897 -5.500 0.899
C 0.509 -4.238 0.484
C 1.054 -3.684 -0.669
C 2.009 -4.391 -1.387
C 2.416 -5.650 -0.964
N 0.650 -2.371 -1.069
C 0.336 -2.229 -2.293
C -0.117 -0.920 -2.845
C -1.000 -0.949 -4.031
C -1.479 0.178 -4.550
C -1.237 1.495 -3.893
C -0.359 1.381 -2.607
N 0.265 0.131 -2.249
H 0.466 -5.940 1.789
H -0.215 -3.678 1.059
H 2.473 -3.945 -2.259
H 3.171 -6.196 -1.514
H 0.311 -3.087 -2.969
H -1.210 -1.909 -4.490
H -2.083 0.154 -5.451
H -0.888 2.244 -4.607
H 0.387 2.172 -2.531
Cl -6.537 -3.991 4.242
C -5.216 -3.231 3.417
C -5.482 -2.274 2.448
C -4.423 -1.676 1.785
C -3.112 -2.017 2.102
C -2.864 -2.971 3.084
C -3.916 -3.591 3.740
C -1.986 -1.344 1.385
O -0.817 -1.481 1.939
O -2.173 -0.695 0.350
H -6.506 -2.013 2.217
H -4.604 -0.944 1.009
H -1.842 -3.219 3.341
H -3.738 -4.342 4.498
```

E_HOMO   -10.268 eV
E_LUMO   -3.4245 eV
Energy relative to the best compared isomer or geometry (same formula, charge and spin)   60.9 kcal per mole
Gap between HOMO and LUMO   0.2515 Eh
Charge   +1